{
  "formula": "C27H60N2O7SSi",
  "method": "ωB97M-V/def2-TZVPD",
  "mol_weight_da": 584.94,
  "homo_ev": -8.4,
  "symbols": ["C", "C", "C", "C", "C", "C", "C", "C", "O", "Si", "C", "C", "C", "C", "C", "C", "N", "S", "N", "C", "H", "H", "H", "H", "H", "H", "H", "H", "H", "H", "H", "H", "H", "H", "H", "H", "H", "H", "H", "H", "H", "H", "H", "H", "C", "C", "O", "H", "H", "H", "H", "H", "H", "C", "C", "O", "H", "H", "H", "H", "H", "H", "C", "C", "O", "H", "H", "H", "H", "H", "H", "C", "C", "O", "H", "H", "H", "H", "H", "H", "C", "C", "O", "H", "H", "H", "H", "H", "H", "C", "C", "O", "H", "H", "H", "H", "H", "H"],
  "positions_angstrom": [[-1.52, 4.43, -2.88], [-1.41, 4.88, -1.36], [-0.80, 3.69, -0.47], [0.78, 3.78, -0.61], [1.53, 2.41, -0.49], [2.80, 2.37, 0.25], [3.46, 3.61, 0.93], [3.28, 3.46, 2.50], [2.07, 4.13, 2.88], [1.17, 3.26, 4.06], [-0.05, 2.02, 3.31], [2.28, 2.29, 5.30], [0.15, 4.48, 5.15], [3.58, 1.06, 0.36], [3.17, -0.20, -0.23], [1.86, -0.22, -1.00], [1.32, -1.36, -1.61], [-0.06, -0.67, -2.30], [-0.05, 0.94, -1.88], [1.09, 1.12, -1.11], [-1.82, 3.35, -2.96], [-2.21, 5.14, -3.40], [-0.49, 4.55, -3.34], [-2.35, 5.30, -0.93], [-0.62, 5.70, -1.33], [-1.24, 2.69, -0.72], [-1.08, 3.92, 0.60], [1.14, 4.41, 0.25], [1.13, 4.31, -1.54], [4.56, 3.60, 0.65], [3.07, 4.59, 0.54], [4.18, 3.80, 3.08], [3.16, 2.35, 2.68], [-0.80, 2.50, 2.61], [-0.68, 1.61, 4.16], [0.45, 1.13, 2.84], [1.59, 1.77, 6.03], [2.80, 1.46, 4.73], [3.04, 2.96, 5.79], [-0.37, 3.84, 5.92], [-0.56, 5.10, 4.54], [0.92, 5.11, 5.69], [4.56, 1.07, 0.90], [3.83, -1.13, -0.12], [-5.52, 1.64, -1.93], [-4.99, 3.06, -1.84], [-4.42, 3.45, -3.08], [-4.71, 0.95, -2.19], [-5.95, 1.33, -0.97], [-6.28, 1.55, -2.71], [-4.22, 3.14, -1.08], [-5.80, 3.76, -1.59], [-5.11, 3.39, -3.76], [7.22, -3.43, -1.71], [7.01, -2.02, -1.20], [6.00, -2.00, -0.19], [6.29, -3.84, -2.11], [7.99, -3.46, -2.49], [7.53, -4.09, -0.89], [6.68, -1.37, -2.01], [7.93, -1.61, -0.78], [6.30, -2.57, 0.52], [2.75, -3.92, 1.56], [3.52, -5.21, 1.76], [4.92, -4.96, 1.72], [3.01, -3.46, 0.61], [1.68, -4.11, 1.59], [3.00, -3.20, 2.35], [3.28, -5.92, 0.97], [3.27, -5.67, 2.72], [5.12, -4.34, 2.44], [-7.10, -2.55, -3.05], [-7.96, -1.30, -3.01], [-7.98, -0.68, -4.29], [-6.08, -2.30, -3.35], [-7.07, -3.03, -2.07], [-7.49, -3.26, -3.78], [-7.55, -0.58, -2.29], [-8.98, -1.54, -2.72], [-8.34, -1.31, -4.92], [0.94, -6.65, -1.06], [-0.34, -5.92, -1.37], [-0.59, -4.93, -0.36], [0.87, -7.13, -0.08], [1.15, -7.42, -1.81], [1.77, -5.95, -1.02], [-1.19, -6.60, -1.38], [-0.28, -5.42, -2.34], [0.16, -4.32, -0.36], [-2.19, -1.16, 1.00], [-3.61, -1.58, 0.68], [-4.38, -0.46, 0.25], [-2.18, -0.40, 1.78], [-1.60, -2.02, 1.33], [-1.71, -0.73, 0.12], [-4.10, -2.00, 1.57], [-3.63, -2.34, -0.11], [-3.95, -0.10, -0.54]],
  "mulliken_charge": [-1.02, -0.88, -0.25, -0.56, 0.24, 0.12, -1.17, -0.03, -0.45, 0.54, -0.79, -1.01, -1.00, -0.70, -0.29, 0.37, -0.68, 0.08, -0.34, 0.77, 0.18, 0.32, 0.38, 0.42, 0.38, 0.30, 0.07, 0.13, 0.40, 0.43, 0.41, 0.25, 0.10, 0.17, 0.40, 0.23, 0.34, 0.31, 0.29, 0.29, 0.28, 0.25, 0.39, 0.29, -0.97, -0.32, -0.47, 0.20, 0.39, 0.42, 0.19, 0.30, 0.29, -1.07, -0.23, -0.41, 0.27, 0.36, 0.31, 0.30, 0.26, 0.22, -0.75, -0.27, -0.54, 0.16, 0.23, 0.45, 0.15, 0.28, 0.31, -1.00, -0.10, -0.51, 0.24, 0.30, 0.37, 0.14, 0.27, 0.30, -0.90, -0.25, -0.44, 0.24, 0.39, 0.19, 0.30, 0.24, 0.22, -0.46, -0.32, -0.41, 0.22, 0.35, -0.11, 0.32, 0.26, 0.17]
}